Entry 1:
C6H13NO3 | ωB97M-V with the def2-TZVPD basis set

Geometry as ORCA input:
```
! RIJCOSX wB97M-V def2-TZVPD def2/J DEFGRID3
* xyz 0 1
H 2.860 -1.140 -1.604
N 3.513 -0.605 -1.035
C 2.949 -0.167 0.025
O 3.729 0.492 0.884
C 1.586 -0.511 0.557
C 0.491 0.233 -0.215
O 0.692 1.630 -0.170
C -0.915 -0.155 0.286
O -1.074 -1.562 0.281
C -2.013 0.545 -0.509
C -3.412 0.295 0.040
H 4.644 0.082 0.725
H 1.531 -0.246 1.622
H 1.419 -1.591 0.459
H 0.558 -0.036 -1.281
H 0.661 1.934 0.743
H -0.990 0.141 1.346
H -1.159 -1.868 -0.628
H -1.948 0.210 -1.558
H -1.800 1.623 -0.514
H -3.494 0.647 1.079
H -4.165 0.826 -0.558
H -3.663 -0.775 0.025
*
```

Summary:
- Largest force on an atom: 2.3 eV Å⁻¹
- LUMO: 0.70 eV
- Energy above the lowest of the compared OMol25 structures with the same formula, charge and spin: 1.506 eV
- Structure (SMILES): [H]/N=C(/O)C[C@H](O)[C@H](O)CC
- Kohn-Sham gap: 10.63 eV

---

Entry 2:
C6H13NO4 | ωB97M-V with the def2-TZVPD basis set

Geometry as ORCA input:
```
! RIJCOSX wB97M-V def2-TZVPD def2/J DEFGRID3
* xyz 0 1
C -1.130 0.678 -1.580
C -0.420 0.823 -0.240
C -1.267 1.350 0.969
C 0.045 -0.691 0.013
O -0.833 -1.393 0.501
C 1.311 -1.418 -0.465
C 2.432 -0.913 0.441
O 1.157 -2.813 -0.504
H -2.041 0.136 -1.319
H -1.508 1.618 -1.887
H -0.522 0.215 -2.407
H 0.401 1.538 -0.448
H -1.918 0.470 1.278
H -1.952 2.049 0.705
H -0.573 1.654 1.730
H 1.601 -1.078 -1.571
H 2.690 -1.667 1.277
H 3.407 -0.821 -0.091
H 2.031 -0.029 0.909
H 0.323 -2.962 -0.021
O -4.950 -0.163 0.113
N -3.834 -0.588 -0.092
O -3.475 -1.562 0.744
H -2.420 -1.550 0.737
*
```

Summary:
- Largest force on an atom: 4.7 eV Å⁻¹
- LUMO: 0.31 eV
- Energy above the lowest of the compared OMol25 structures with the same formula, charge and spin: 3.746 eV
- Structure (SMILES): CC(C)C(=O)[C@@H](C)O.O=NO
- Kohn-Sham gap: 10.21 eV

---

Entry 3:
C6H13NO4 | ωB97M-V with the def2-TZVPD basis set

Geometry as ORCA input:
```
! RIJCOSX wB97M-V def2-TZVPD def2/J DEFGRID3
* xyz 0 1
O 3.284 -0.552 0.603
C 2.400 0.498 0.068
C 0.913 0.164 0.247
N 0.617 -1.134 -0.545
C -0.647 -1.723 -0.200
O -0.890 -1.883 1.226
C -1.716 -0.726 -0.774
C -1.435 0.733 -0.271
O -1.919 0.947 1.144
C 0.082 1.222 -0.387
O 0.195 2.556 0.134
H 3.539 -1.161 -0.082
H 2.628 1.476 0.641
H 2.802 0.802 -0.899
H 0.563 -0.071 1.274
H 1.347 -1.908 -0.403
H -0.798 -2.721 -0.561
H -1.437 -1.101 1.577
H -1.756 -0.722 -1.902
H -2.695 -1.325 -0.623
H -2.084 1.394 -0.956
H -2.881 1.573 1.206
H 0.179 1.372 -1.488
H -0.290 2.289 0.971
*
```

Summary:
- Largest force on an atom: 5.4 eV Å⁻¹
- LUMO: 0.21 eV
- Energy above the lowest of the compared OMol25 structures with the same formula, charge and spin: 2.500 eV
- Structure (SMILES): OC[C@@H]1N[C@@H](O)C[C@@H](O)[C@H]1O
- Kohn-Sham gap: 9.57 eV

---

Entry 4:
C6H13NO4 | ωB97M-V with the def2-TZVPD basis set

Geometry as ORCA input:
```
! RIJCOSX wB97M-V def2-TZVPD def2/J DEFGRID3
* xyz 0 1
C 2.015 -0.663 2.298
O 2.423 0.111 1.177
C 1.513 0.349 0.093
C 0.651 1.551 0.472
N -0.261 1.742 -0.661
O -0.861 3.021 -0.818
C -1.168 0.604 -0.990
C -0.674 -0.715 -0.359
C -1.220 -1.944 -1.086
O -2.663 -1.854 -1.211
O 0.754 -0.798 -0.297
H 2.159 -0.043 3.191
H 2.636 -1.572 2.394
H 0.984 -0.964 2.227
H 2.060 0.707 -0.810
H 0.075 1.340 1.430
H 1.225 2.480 0.599
H -0.414 3.562 -1.514
H -2.138 0.809 -0.542
H -1.318 0.549 -2.060
H -1.079 -0.720 0.675
H -0.771 -2.050 -2.064
H -0.951 -2.841 -0.537
H -2.975 -2.663 -1.606
*
```

Summary:
- Largest force on an atom: 2.4 eV Å⁻¹
- LUMO: 0.76 eV
- Energy above the lowest of the compared OMol25 structures with the same formula, charge and spin: 3.328 eV
- Structure (SMILES): CO[C@@H]1CN(O)C[C@@H](CO)O1
- Kohn-Sham gap: 9.11 eV

---

Entry 5:
C6H13NOS2 | ωB97M-V with the def2-TZVPD basis set

Geometry as ORCA input:
```
! RIJCOSX wB97M-V def2-TZVPD def2/J DEFGRID3
* xyz 0 3
C 1.403 0.364 0.481
C -1.496 -0.999 -1.951
C -0.962 1.588 1.876
C 2.320 -2.088 0.001
C -1.489 -0.375 -0.555
C -1.088 1.891 0.379
N -0.612 0.897 -0.570
O 3.858 0.776 0.463
S 2.618 1.264 -0.170
S 1.315 -1.182 1.213
H -2.082 -0.356 -2.647
H -0.539 -1.040 -2.286
H -1.889 -1.955 -1.973
H 0.064 1.476 2.006
H -1.403 2.384 2.441
H -1.504 0.530 2.056
H 1.773 -2.471 -0.957
H 2.614 -3.026 0.524
H 3.201 -1.469 -0.328
H -2.414 0.093 -0.366
H -0.859 -1.092 0.072
H -2.217 1.940 0.175
H -0.612 2.850 0.115
*
```

Summary:
- Largest force on an atom: 3.9 eV Å⁻¹
- LUMO (spin up / spin down): -0.23 / -1.66 eV
- Energy above the lowest of the compared OMol25 structures with the same formula, charge and spin: 1.304 eV
- Kohn-Sham gap (spin up / spin down): 6.89 / 7.12 eV

---

Entry 6:
C6H13NP2 | ωB97M-V with the def2-TZVPD basis set

Geometry as ORCA input:
```
! RIJCOSX wB97M-V def2-TZVPD def2/J DEFGRID3
* xyz 0 1
C -3.479 -0.613 0.373
C -0.812 -0.189 1.578
C -1.242 2.560 0.784
C 2.177 -0.968 -2.603
C 3.024 -1.240 0.035
C -2.958 0.605 0.021
N -3.946 -1.641 0.547
P -1.195 0.746 0.031
P 2.136 0.027 -1.008
H -1.768 -0.385 2.073
H -0.160 0.474 2.137
H -0.388 -1.230 1.513
H -2.236 2.863 1.148
H -0.879 3.293 0.074
H -0.575 2.464 1.537
H 2.716 -0.412 -3.324
H 1.186 -1.125 -2.976
H 2.600 -1.923 -2.549
H 4.157 -1.335 0.246
H 2.739 -2.163 -0.349
H 2.501 -1.183 1.071
H -3.598 1.374 -0.362
*
```

Summary:
- Largest force on an atom: 3.3 eV Å⁻¹
- LUMO (spin up / spin down): -0.61 / -1.19 eV
- Energy above the lowest of the compared OMol25 structures with the same formula, charge and spin: 2.612 eV
- Kohn-Sham gap (spin up / spin down): 7.43 / 6.64 eV

---

Entry 7:
C6H13NS | ωB97M-V with the def2-TZVPD basis set

Geometry as ORCA input:
```
! RIJCOSX wB97M-V def2-TZVPD def2/J DEFGRID3
* xyz 0 1
C -1.362 -1.375 -0.800
N -1.058 -0.855 0.504
C -1.416 0.553 0.211
C -0.223 1.266 -0.544
C 1.038 1.441 0.283
C 1.437 -0.061 0.822
S 2.547 -0.755 -0.368
C 0.037 -1.023 1.173
H -2.460 -1.179 -1.165
H -0.411 -0.828 -1.271
H -1.347 -2.510 -0.847
H -1.661 1.015 1.180
H -2.370 0.702 -0.497
H -0.499 2.214 -1.064
H 0.011 0.852 -1.643
H 1.079 2.118 1.114
H 2.018 1.721 -0.415
H 2.129 -0.067 1.734
H 2.098 -0.240 -1.411
H -0.125 -0.929 2.274
H 0.539 -2.060 0.729
*
```

Summary:
- Largest force on an atom: 9.3 eV Å⁻¹
- LUMO: 0.84 eV
- Energy above the lowest of the compared OMol25 structures with the same formula, charge and spin: 4.675 eV
- Structure (SMILES): CN1CCC[C@H](S)C1
- Kohn-Sham gap: 8.60 eV

---

Entry 8:
C6H13NS | ωB97M-V with the def2-TZVPD basis set

Geometry as ORCA input:
```
! RIJCOSX wB97M-V def2-TZVPD def2/J DEFGRID3
* xyz 0 1
C 0.957 -0.529 1.448
C 0.832 -0.541 -0.121
C 2.235 -0.470 -0.759
C -0.169 -0.701 -0.937
C -1.560 -0.734 -0.358
C -2.423 0.638 -0.517
H 1.404 0.406 1.734
H 1.553 -1.357 2.000
H -0.079 -0.459 1.707
H 2.163 -0.764 -1.746
H 2.852 -1.243 -0.416
H 3.168 0.702 1.003
H -0.001 -0.652 -1.970
H -2.098 -1.581 -0.738
H -1.384 -0.873 0.714
H -3.563 0.467 -0.141
H -2.686 0.903 -1.501
H -0.814 1.541 -0.281
H -1.806 2.336 1.275
N -1.788 1.853 0.031
S 3.207 1.057 -0.428
*
```

Summary:
- Largest force on an atom: 5.8 eV Å⁻¹
- LUMO: 0.74 eV
- Energy above the lowest of the compared OMol25 structures with the same formula, charge and spin: 4.085 eV
- Kohn-Sham gap: 9.61 eV

---

Entry 9:
C6H13O2 | ωB97M-V with the def2-TZVPD basis set

Geometry as ORCA input:
```
! RIJCOSX wB97M-V def2-TZVPD def2/J DEFGRID3
* xyz -1 1
C -2.109 -1.363 1.389
C -1.471 -1.533 -0.033
C -2.567 0.079 1.586
H -2.808 -2.212 1.426
H -1.330 -1.713 2.086
H -2.046 -0.951 -0.769
H -1.694 0.747 1.669
H -3.158 0.426 0.717
H -1.513 -2.556 -0.395
H -0.489 -1.087 -0.198
H -3.092 0.196 2.531
C 2.165 0.821 -1.527
C 3.216 0.393 -0.515
C 1.193 2.017 -1.147
O 0.471 2.353 -2.124
O 1.008 2.384 0.026
H 2.657 1.002 -2.496
H 1.390 0.082 -1.709
H 2.718 0.169 0.451
H 3.723 1.269 -0.143
H 3.737 -0.523 -0.825
*
```

Summary:
- Largest force on an atom: 2.5 eV Å⁻¹
- LUMO: 3.65 eV
- Energy above the lowest of the compared OMol25 structures with the same formula, charge and spin: 1.008 eV
- Kohn-Sham gap: 7.37 eV

---

Entry 10:
C6H13O2 | ωB97M-V with the def2-TZVPD basis set

Geometry as ORCA input:
```
! RIJCOSX wB97M-V def2-TZVPD def2/J DEFGRID3
* xyz -1 1
C 1.724 -1.260 0.165
O 2.335 -2.013 -0.840
C 0.408 -0.444 -0.206
C 0.188 0.673 0.755
C -1.230 0.547 1.339
C -1.591 -0.442 2.173
C -2.099 1.604 0.757
H 2.449 -0.627 0.524
H 1.269 -1.902 0.918
H -0.216 -1.262 -0.587
H 0.487 -0.192 -1.282
H 0.522 1.697 0.450
H 0.946 0.467 1.636
H -2.627 -0.728 2.337
H -0.833 -1.182 2.396
H -1.869 2.622 1.092
H -3.021 1.220 0.927
H -2.098 1.408 -0.431
H 0.723 0.561 -2.694
H -0.663 0.822 -3.079
O 0.232 1.142 -3.174
*
```

Summary:
- Largest force on an atom: 4.4 eV Å⁻¹
- LUMO: 3.41 eV
- Energy above the lowest of the compared OMol25 structures with the same formula, charge and spin: 5.155 eV
- Kohn-Sham gap: 5.76 eV

---

Let's list E_tot in order: -516.88373 -591.99676 -592.04255 -592.01212 -1162.51963 -973.72416 -689.18218 -689.20384 -386.92247 -386.77007 Eh.